1.
58
Properties=species:S:1:pos:R:3:forces:R:3 method="wB97M-V/def2-TZVPD" e_homo_ev=-8.62 smiles="O=C(NC1CCCCC1)NC1CCN(S(=O)(=O)c2ccc3c(c2)OCCO3)CC1" lumo_ev=0.553 orbital_gap_ev=9.17 e_tot_ha=-1718.196274
O -4.135 -1.795 -0.393 -0.28 -0.16 -0.38
C -3.285 -1.304 0.326 0.18 0.03 0.55
N -3.387 -0.059 0.886 -0.04 0.21 0.12
C -4.380 0.875 0.389 0.11 0.08 -0.03
C -4.684 1.913 1.466 -0.33 -0.21 -0.13
C -5.715 2.921 0.968 0.30 0.19 0.07
C -5.215 3.612 -0.297 -0.31 -0.13 -0.09
C -4.926 2.579 -1.382 0.27 0.16 0.05
C -3.902 1.559 -0.896 -0.33 -0.17 -0.02
N -2.163 -1.982 0.723 0.19 -0.01 0.01
C -1.706 -3.167 0.024 -0.36 -0.34 -0.28
C -1.586 -2.911 -1.487 0.03 0.04 0.26
C -0.667 -1.713 -1.738 -0.44 0.18 -0.49
N 0.393 -1.627 -0.749 -0.14 0.87 0.68
S 0.441 -0.329 0.291 0.80 0.11 -0.63
O 0.406 -0.762 1.665 0.25 -0.21 0.01
O -0.534 0.645 -0.114 0.11 0.01 -0.31
C 2.074 0.300 -0.063 -0.41 -0.14 0.36
C 2.285 0.968 -1.256 0.03 0.10 -0.12
C 3.556 1.409 -1.567 0.03 -0.08 0.18
C 4.611 1.188 -0.687 -0.05 -0.17 0.16
C 4.378 0.545 0.537 -0.08 0.15 -0.24
C 3.099 0.089 0.834 0.16 0.03 0.09
O 5.370 0.356 1.457 -0.28 -0.22 -0.01
C 6.515 1.148 1.218 0.33 0.26 -0.37
C 6.897 1.084 -0.259 0.20 -0.21 0.51
O 5.855 1.611 -1.055 -0.35 0.14 -0.11
C 0.800 -2.892 -0.182 0.28 -0.40 0.39
C -0.341 -3.595 0.578 -0.03 0.16 -0.05
H -2.518 0.371 1.171 -0.01 -0.05 -0.04
H -5.275 0.283 0.170 0.05 0.13 0.03
H -3.758 2.435 1.722 0.09 0.05 0.07
H -5.048 1.410 2.364 0.08 -0.03 0.04
H -6.652 2.404 0.751 -0.09 -0.01 0.03
H -5.913 3.663 1.746 -0.09 -0.04 0.01
H -4.301 4.165 -0.071 0.05 0.09 0.01
H -5.961 4.326 -0.652 0.05 0.07 0.01
H -5.852 2.061 -1.642 -0.07 -0.01 -0.08
H -4.556 3.076 -2.281 -0.07 -0.04 -0.06
H -3.740 0.797 -1.660 0.09 -0.04 0.00
H -2.943 2.047 -0.700 0.06 0.03 0.02
H -1.475 -1.484 1.266 -0.19 -0.11 0.19
H -2.448 -3.959 0.187 0.20 0.08 -0.05
H -1.190 -3.810 -1.962 0.00 -0.07 -0.05
H -2.576 -2.708 -1.893 0.08 -0.05 -0.07
H -1.225 -0.778 -1.676 -0.06 -0.14 -0.19
H -0.211 -1.780 -2.733 -0.09 0.05 0.07
H 1.453 1.134 -1.919 -0.06 0.08 -0.19
H 3.764 1.924 -2.491 0.01 0.06 -0.12
H 2.908 -0.407 1.771 0.04 -0.06 0.18
H 7.306 0.746 1.852 -0.03 0.08 -0.08
H 6.312 2.191 1.495 0.03 -0.11 0.01
H 7.781 1.686 -0.470 -0.05 -0.09 0.06
H 7.085 0.039 -0.540 0.01 0.12 0.00
H 1.639 -2.690 0.485 0.10 -0.27 -0.07
H 1.156 -3.515 -1.008 0.04 0.08 0.06
H -0.224 -4.674 0.481 -0.02 0.00 0.02
H -0.294 -3.339 1.636 0.03 -0.10 0.05


2.
56
Properties=species:S:1:pos:R:3:forces:R:3 method="wB97M-V/def2-TZVPD" e_homo_ev="-7.66 / -11.09" lumo_ev="-2.297 / -4.462" charge=+1 orbital_gap_ev="5.36 / 6.63" e_tot_ha=-2134.904057 multiplicity=5
C -1.593 3.204 -2.664 0.41 0.02 0.55
C -1.377 1.922 -2.178 -0.72 -1.10 0.39
C -0.068 1.387 -2.198 0.17 0.19 1.22
C 1.019 2.254 -2.333 0.45 -0.31 -0.60
C 0.808 3.521 -2.900 0.67 0.04 0.84
C -0.489 3.995 -3.026 -0.42 0.11 -0.34
C 2.332 1.713 -1.761 -0.37 -0.76 -2.67
C 2.548 0.269 -2.200 -0.08 0.29 -1.38
C 1.420 -0.546 -2.087 0.04 0.28 1.19
C 1.573 -1.941 -1.977 -1.02 -0.62 0.25
C 2.796 -2.517 -2.303 0.01 0.36 0.52
C 3.882 -1.682 -2.616 0.05 -0.70 -0.26
C 3.755 -0.304 -2.612 0.33 0.74 0.68
H -2.596 3.633 -2.649 0.28 -0.14 -0.06
H 1.673 4.181 -3.104 -0.64 -0.43 0.20
H -0.665 5.026 -3.335 0.10 -0.33 -0.11
H 3.145 2.325 -2.116 0.44 0.29 0.54
H 2.927 -3.598 -2.198 -0.01 0.42 -0.13
H 4.854 -2.145 -2.797 -0.29 0.20 -0.15
H 4.634 0.347 -2.793 -0.62 -0.53 0.19
N 0.221 0.098 -1.644 0.79 0.83 -2.08
Rh 0.133 0.093 0.253 0.42 0.22 1.81
C -2.469 1.081 -1.464 0.43 0.16 -0.37
H -2.560 0.104 -1.961 -0.30 0.28 0.00
H -3.431 1.612 -1.412 0.19 -0.21 -0.38
C 0.399 -2.736 -1.363 0.30 0.45 -0.10
H -0.506 -2.559 -1.954 0.07 -0.36 -0.08
H 0.626 -3.803 -1.248 -0.09 0.16 -0.43
P -1.984 0.682 0.283 -0.68 1.47 -0.16
P -0.031 -2.102 0.331 1.13 -0.99 -0.16
C 1.318 -2.827 1.318 -0.26 -0.62 -0.06
H 1.170 -2.630 2.386 0.10 -0.11 -0.34
H 1.306 -3.906 1.109 0.27 0.10 0.30
H 2.278 -2.398 0.998 -0.29 -0.09 0.09
C -1.508 -3.032 0.787 0.31 -0.39 -0.05
H -1.206 -4.087 0.755 -0.50 0.05 0.12
H -1.809 -2.737 1.802 -0.06 -0.20 -0.34
H -2.302 -2.827 0.057 0.21 -0.23 0.31
C -2.105 2.330 1.069 -0.57 0.04 -0.05
H -3.051 2.795 0.741 0.31 0.07 0.30
H -2.096 2.226 2.165 0.02 0.08 -0.35
H -1.257 2.955 0.752 -0.28 -0.22 0.09
C -3.381 -0.238 0.958 -0.48 0.30 -0.17
H -3.249 -0.329 2.048 -0.14 -0.05 -0.39
H -4.280 0.362 0.725 0.08 -0.49 0.30
H -3.444 -1.230 0.490 -0.16 0.45 0.26
H 2.245 1.537 -0.703 0.07 0.92 0.95
H 0.286 0.373 2.254 0.08 0.19 -0.57
N -0.206 1.160 5.210 -0.85 1.46 0.54
C 0.228 0.024 4.665 1.97 0.01 -0.84
N -0.104 -1.122 5.262 -0.46 -1.92 0.11
S 1.288 0.030 3.305 -0.53 0.23 1.06
H -0.754 1.168 6.071 0.39 0.04 -0.60
H 0.112 2.050 4.840 -0.11 -0.47 0.22
H 0.242 -2.007 4.882 -0.31 0.81 0.41
H -0.694 -1.154 6.083 0.15 -0.01 -0.23